The following is a quantum chemistry calculation of the molecule ClHNO2P at a distorted geometry, from OMol25.

Last column: Mulliken charge in e.
Atoms and positions in Å:
1 N -0.700 -1.673 0.052  0.636
2 O -1.555 -2.434 -0.364  -0.399
3 O 0.679 -2.021 -0.014  -0.475
4 P -0.704 0.032 0.627  0.251
5 Cl -2.568 0.711 0.029  -0.167
6 H 0.014 0.682 -0.502  0.154

The calculation puts the LUMO energy (spin up / spin down) at -1.459 / -1.459 eV. The value obtained for the HOMO energy (spin up / spin down) is -10.742 / -10.742 eV.


The following is a quantum chemistry calculation of a structure of composition C42H46As3Br2F4O3PPt at a distorted geometry, from OMol25.

Last column: Mulliken charge in e.
Atoms and positions in Å:
1 Pt 0.144 -0.026 0.683  1.677
2 C 1.855 3.214 2.334  -1.142
3 As 1.377 2.258 0.689  0.738
4 C 3.196 2.256 -0.044  -1.354
5 C 0.640 3.636 -0.518  -2.118
6 C -0.723 4.303 -0.283  2.736
7 C -0.735 5.575 -1.164  -2.095
8 C -1.867 3.426 -0.793  -2.646
9 As -2.052 1.468 -0.372  0.990
10 C -3.679 1.179 0.699  -1.387
11 C -2.975 1.100 -2.061  -1.668
12 C -0.935 4.768 1.160  -1.853
13 As -1.832 3.495 2.404  0.849
14 C -1.477 4.368 4.139  -1.341
15 C -3.677 4.177 2.265  -1.439
16 H 1.026 3.310 3.032  -0.053
17 H 2.228 4.205 2.066  0.526
18 H 2.663 2.664 2.817  0.566
19 H 3.668 3.213 0.197  0.558
20 H 3.184 2.125 -1.126  0.409
21 H 3.790 1.456 0.403  0.396
22 H 0.623 3.142 -1.500  0.539
23 H 1.412 4.417 -0.555  0.694
24 H -0.476 5.340 -2.194  0.447
25 H -0.016 6.305 -0.797  0.497
26 H -1.720 6.037 -1.165  0.497
27 H -1.798 3.408 -1.885  0.769
28 H -2.823 3.888 -0.535  0.580
29 H -4.484 1.795 0.299  0.547
30 H -3.559 1.357 1.766  0.240
31 H -3.942 0.131 0.551  0.513
32 H -3.799 1.814 -2.136  0.615
33 H -3.384 0.090 -2.081  0.523
34 H -2.309 1.233 -2.911  0.414
35 H -1.597 5.639 1.156  0.733
36 H 0.019 5.074 1.594  0.390
37 H -0.469 4.202 4.514  0.366
38 H -2.183 3.962 4.866  0.454
39 H -1.655 5.440 4.046  0.436
40 H -4.140 3.964 1.306  0.359
41 H -3.659 5.255 2.416  0.469
42 H -4.290 3.731 3.047  0.454
43 F 7.354 -2.208 1.722  -0.254
44 C 6.115 -2.122 1.273  0.409
45 C 5.758 -2.677 0.045  0.332
46 F 6.665 -3.297 -0.691  -0.260
47 C 4.442 -2.591 -0.408  0.120
48 F 4.159 -3.205 -1.557  -0.427
49 C 3.443 -1.931 0.309  0.389
50 P 1.689 -1.817 -0.283  -0.666
51 C 1.965 -1.793 -2.075  1.114
52 C 1.318 -2.657 -2.951  -0.579
53 C 1.588 -2.579 -4.306  -1.119
54 C 2.476 -1.636 -4.797  -0.815
55 C 3.098 -0.751 -3.927  -1.055
56 C 2.839 -0.825 -2.574  -0.669
57 C 1.142 -3.472 0.255  1.426
58 C 1.589 -4.639 -0.364  -0.569
59 C 1.218 -5.867 0.157  -0.940
60 C 0.426 -5.945 1.291  -0.846
61 C -0.022 -4.787 1.902  -0.642
62 C 0.339 -3.554 1.390  -0.349
63 C 3.826 -1.402 1.537  0.161
64 Br 2.594 -0.554 2.674  0.043
65 C 5.126 -1.486 2.017  0.259
66 F 5.408 -0.951 3.199  -0.308
67 H 0.618 -3.394 -2.578  0.626
68 H 1.100 -3.264 -4.980  0.528
69 H 2.676 -1.582 -5.856  0.456
70 H 3.775 -0.003 -4.310  0.527
71 H 3.335 -0.154 -1.883  0.531
72 H 2.226 -4.595 -1.235  0.468
73 H 1.555 -6.769 -0.327  0.511
74 H 0.157 -6.908 1.692  0.439
75 H -0.641 -4.843 2.782  0.554
76 H -0.010 -2.647 1.869  0.025
77 Br -2.865 -1.246 6.692  -0.128
78 C -2.075 -0.832 5.009  -0.464
79 C -0.994 0.041 4.953  -0.684
80 C -0.438 0.349 3.723  -0.161
81 C -0.917 -0.230 2.545  0.721
82 C -2.009 -1.097 2.630  0.316
83 C -2.590 -1.400 3.849  -0.580
84 H -0.592 0.457 5.863  0.565
85 H 0.407 1.028 3.698  0.179
86 H -2.417 -1.547 1.735  0.322
87 H -3.435 -2.069 3.908  0.572
88 O -2.725 -3.466 -1.416  -0.779
89 C -2.497 -2.987 -2.628  0.897
90 C -3.101 -3.632 -3.721  -0.668
91 C -2.895 -3.175 -5.000  -0.534
92 C -2.075 -2.070 -5.235  -0.833
93 C -1.469 -1.419 -4.173  -0.746
94 C -1.671 -1.859 -2.869  0.055
95 C -1.017 -1.159 -1.730  0.746
96 O -1.245 -1.604 -0.559  -0.107
97 O -0.271 -0.181 -1.919  -0.960
98 H -2.215 -2.912 -0.766  0.134
99 H -3.715 -4.496 -3.519  0.557
100 H -3.364 -3.685 -5.828  0.435
101 H -1.906 -1.730 -6.245  0.486
102 H -0.820 -0.571 -4.339  0.353

The total charge is +2. The calculation puts the LUMO energy at -8.212 eV. The value obtained for the HOMO energy is -12.863 eV.


The following is a quantum chemistry calculation of a structure of composition C13H19I2LiN9 at a distorted geometry, from OMol25.

Last column: Mulliken charge in e.
Atoms and positions in Å:
1 Li -0.026 0.494 0.404  1.098
2 I -2.335 5.078 1.403  0.108
3 C -0.894 4.169 0.173  -0.275
4 I -1.552 3.523 -1.773  0.071
5 H -0.656 3.252 0.769  -0.356
6 H -0.109 4.896 0.046  0.546
7 N 1.839 1.744 3.947  0.054
8 C 2.061 1.247 2.730  -0.170
9 N 0.980 1.173 2.057  -0.448
10 C 0.006 1.628 2.986  0.178
11 N 0.512 1.999 4.135  -0.589
12 C -1.395 1.556 2.636  0.576
13 C -2.354 2.010 3.560  -0.585
14 N -3.617 2.080 3.269  -0.442
15 C -4.004 1.544 2.136  -0.417
16 C -3.099 1.260 1.112  -0.270
17 N -1.773 1.189 1.394  -0.042
18 H 2.517 1.872 4.741  0.243
19 H 3.061 1.000 2.439  0.488
20 H -2.060 2.175 4.606  0.437
21 H -5.089 1.356 2.030  0.376
22 H -3.404 0.904 0.138  0.448
23 C -0.683 -1.725 -1.660  -0.637
24 N 0.531 -1.124 -0.945  0.219
25 C 1.297 -0.409 -2.010  -0.702
26 N 1.754 -1.332 -3.003  0.098
27 C 0.634 -1.947 -3.656  -0.781
28 N -0.261 -2.716 -2.707  -0.053
29 C 0.622 -3.763 -2.038  -0.800
30 N 1.854 -3.199 -1.410  -0.013
31 C 1.366 -2.205 -0.391  -0.796
32 C 2.572 -2.456 -2.457  -0.702
33 H -1.339 -1.000 -2.253  0.283
34 H -1.190 -2.287 -0.904  0.395
35 H 2.203 -0.091 -1.546  0.361
36 H 0.797 0.422 -2.496  0.363
37 H 0.908 -2.612 -4.446  0.341
38 H -0.009 -1.166 -4.119  0.349
39 H 1.043 -4.376 -2.850  0.385
40 H 0.006 -4.264 -1.311  0.386
41 H 2.153 -1.667 0.165  0.278
42 H 0.778 -2.874 0.279  0.332
43 H 2.884 -3.249 -3.213  0.323
44 H 3.473 -2.105 -1.970  0.341

The total charge is +1. The calculation puts the LUMO energy at -3.530 eV. The value obtained for the HOMO energy is -11.612 eV.


| no. | molar mass (g mol⁻¹) |
| --- | --- |
| 1 | 113.44 |
| 2 | 1285.45 |
| 3 | 562.11 |